Here is C18H23BBrF4IN2O2S4SiTc as an isolated structure from the OMol25 dataset. Energies are from ωB97M-V with the def2-TZVPD basis set.

Results
maximum force	0.856	eV/Å
energy relative to the best compared isomer or geometry (same formula, charge and spin)	71.7	kJ/mol
gap between HOMO and LUMO (spin up / spin down)	0.2831 / 0.2129	Eh

```
! wB97M-V def2-TZVPD RIJCOSX def2/J DEFGRID3
* xyz 0 4
C 1.6338 0.6968 6.2215
H -4.3061 2.6268 0.8864
H -0.1425 -1.2538 -4.9464
H 1.7978 1.7098 6.5670
H 0.0925 1.2764 4.8342
H -2.8503 2.4944 1.9055
C 0.6744 0.4620 5.2472
C 0.4820 -0.8302 4.7812
Si -2.6397 1.1649 -0.1580
C 1.2478 -1.8862 5.2660
I -0.9912 -1.1219 3.3310
F 0.9514 1.2289 1.3690
O -1.5630 0.0232 0.3491
H 1.2800 0.3767 -6.3634
C -3.8874 0.2880 -1.2544
C 1.9251 0.4167 -4.2972
C 0.0690 1.7916 -5.2731
H -4.7528 -0.0316 -0.6640
H -1.8265 1.1903 -4.4120
F 0.5442 3.4903 1.2822
C 2.1889 -1.6449 6.2559
S -0.5176 -2.8243 0.1500
H 0.1831 2.4413 -4.4000
H -1.1346 2.0290 -1.9348
H 2.5690 -0.4294 -4.5423
H 2.1523 1.8264 -5.9006
C -0.4380 -0.4650 -4.2533
C 2.0031 -3.2851 1.0430
Tc 0.1631 -0.6500 0.8194
F 1.5529 2.5698 3.1561
S 0.7629 -5.4849 0.1295
H -3.4450 -0.6078 -1.7072
H -1.0556 3.0115 -0.4576
H 2.7700 -2.4705 6.6446
C 1.4062 1.1093 -5.5614
B 0.5731 2.4528 2.1904
S 3.2628 -4.4373 1.3472
H 2.4942 1.1099 -3.6815
O 2.8415 -6.9758 0.7656
C 0.8336 -3.7739 0.4786
C -1.7337 2.4673 -1.1274
H -1.1480 -0.8933 -3.5499
H -4.2532 0.9376 -2.0595
H -4.0306 1.1690 1.8603
C 2.3827 -5.8730 0.7527
C 2.3790 -0.3547 6.7300
S 2.2738 -1.6627 1.4730
Br 1.1008 -3.6518 4.6034
C -1.0219 0.7440 -4.9972
F -0.6887 2.1814 2.7316
C 0.7958 -0.1520 -2.2050
H -2.4343 3.1861 -1.5682
C -3.5370 1.9397 1.2589
H -0.2245 2.4297 -6.1053
H 3.1257 -0.1765 7.4942
H -1.4546 0.3940 -5.9356
N 0.7943 -0.2500 -1.0606
N 0.7700 -0.0492 -3.5087
*
```



Here is C18H23ClFN8O9Ru as an isolated structure at a distorted geometry from the OMol25 dataset. Energies are from ωB97M-V with the def2-TZVPD basis set.

Results
maximum force	1.826	eV/Å
energy relative to the best compared isomer or geometry (same formula, charge and spin)	16.4	kJ/mol
gap between HOMO and LUMO (spin up / spin down)	0.3096 / 0.2859	Eh

```
! wB97M-V def2-TZVPD RIJCOSX def2/J DEFGRID3
* xyz 2 2
H -4.4817 -2.6537 4.0398
H 4.3225 -0.2314 -2.0502
H 1.1203 -0.1494 -3.5276
C -0.0616 -0.8348 2.8945
O 4.4227 -0.1711 -0.1114
Cl -0.8223 2.5828 0.7856
N -0.0519 0.1822 -1.8248
N 3.3565 0.2568 0.2736
N 1.1546 -0.0051 -2.5298
C -0.9893 -1.7860 2.4358
H 0.0201 2.8867 10.6560
H -0.9928 -0.6681 11.4344
O 0.7986 -0.2496 2.1585
H -1.7270 -1.2434 7.1804
C 0.0716 1.8323 10.3964
H -2.2300 -0.6124 10.1635
H 1.6245 1.5620 8.9535
C -0.9823 -1.1329 5.1700
C -1.8422 -2.3618 3.3500
C -4.2084 -3.0117 5.0222
C -0.0683 -0.5212 4.3036
H -1.8952 1.5855 9.8088
C -0.1752 -0.6356 9.3999
H -0.6743 -0.6177 -1.9804
C -0.0864 0.1172 7.0455
H 0.2532 2.4865 8.3416
H -4.6503 -3.9576 5.2972
N -1.8831 -2.0520 4.6472
H 1.5464 0.8980 4.1580
H 3.4472 -0.0243 -3.5505
C 0.8333 0.4198 4.8155
O 3.0966 0.6924 1.3561
C 0.8248 0.7103 6.1445
N 2.2171 -0.0217 -0.5196
C -0.9883 -0.7999 6.5301
O -0.6147 2.3951 2.1839
C 2.3286 -0.0559 -1.8570
H -2.5252 -3.1288 3.0118
C -1.2341 -0.2787 10.4473
F 1.7342 1.5818 6.6128
O -0.5278 -1.6330 0.0506
O -1.7867 -3.2834 0.8242
H 0.8033 -0.7734 9.8731
H 0.7101 1.3274 11.1187
H -4.2890 -2.1955 7.0961
H -0.5021 1.0530 -2.1105
C 0.5341 1.6271 8.9478
O -1.0761 3.9128 0.4241
Ru 0.3647 0.1038 0.2310
H -4.0851 -0.9419 5.7799
H -1.7147 1.5069 11.4414
N 3.4502 -0.1261 -2.5491
O 0.4646 2.1267 0.0634
C -3.9853 -1.9759 6.0820
C -2.8234 -2.7421 5.5192
N -0.1212 0.4335 8.4147
C -1.0991 -2.3211 1.0376
O -1.8000 1.6163 0.3139
N -1.2943 1.2291 10.5541
H -0.4340 -1.5820 8.9343
H -2.3458 -3.4928 6.1360
*
```



Here is C18H23CoN3OP2S as an isolated structure from the OMol25 dataset. Energies are from ωB97M-V with the def2-TZVPD basis set.

Results
maximum force	0.365	eV/Å
gap between HOMO and LUMO (spin up / spin down)	0.2622 / 0.2621	Eh

```
! wB97M-V def2-TZVPD RIJCOSX def2/J DEFGRID3
* xyz 1 1
C 2.1307 -2.2544 -2.7207
H -3.7207 0.4304 -1.8426
C -0.6630 -2.9302 1.1851
P 1.1122 0.7656 -0.1339
C -0.8875 3.4700 1.9229
H -2.9912 -0.5922 -3.0923
C 2.2018 -1.3459 -1.6733
H -2.1617 2.6228 -2.7966
H -0.8150 4.9681 3.2966
Co -0.9408 1.0170 0.3553
C -0.8377 -1.5669 1.4606
H -0.4102 2.4874 -3.0161
H -1.4997 1.5230 -4.0241
H 1.3480 2.7050 -1.5641
H 3.2272 0.1811 0.8270
H 3.0795 -1.3255 -1.0399
N -0.8719 4.7586 2.3147
C -2.9033 -0.2582 -2.0583
H 2.9514 -2.9363 -2.8966
C -1.3476 1.9343 -3.0254
H 0.1779 -1.6102 4.7172
C 1.1393 -0.4825 -1.4438
H 2.1411 0.9177 2.0198
C 1.0103 -2.2935 -3.5373
H -0.0693 -4.8362 1.9271
H -0.9142 -3.2900 0.1959
H 2.9165 1.9353 -1.2107
C 0.1087 -3.3240 3.4425
C -0.5773 0.3036 3.0867
S -1.1853 3.1499 0.2163
H -2.9551 -1.1047 -1.3772
O -1.3401 -0.7802 0.5292
C -0.1958 -3.7867 2.1593
H -0.9293 -1.4833 -3.9457
H 2.0987 2.9424 0.0139
C -0.0548 -1.4326 -3.3094
H 1.9091 -0.7820 1.5433
C -0.0525 -1.9885 3.7284
C -0.5054 -1.0889 2.7493
P -1.3362 0.6025 -1.7944
C 0.0023 -0.5295 -2.2574
H -0.4520 0.5971 4.1261
N -0.7257 1.2663 2.2388
N -0.6726 2.5332 2.7836
H -1.1135 5.4892 1.6722
C 2.2004 0.2082 1.1950
H 0.4629 -4.0091 4.1991
H 0.9608 -3.0048 -4.3505
C 1.9506 2.2276 -0.7960
*
```



Here is C18H23N2O3OsSSbSe4 as an isolated structure from the OMol25 dataset. Energies are from ωB97M-V with the def2-TZVPD basis set.

Results
maximum force	0.094	eV/Å
energy relative to the best compared isomer or geometry (same formula, charge and spin)	1.5	kJ/mol
gap between HOMO and LUMO (spin up / spin down)	0.2784 / 0.2127	Eh

```
! wB97M-V def2-TZVPD RIJCOSX def2/J DEFGRID3
* xyz 0 5
H 0.3285 -0.7907 3.2818
C 0.5634 -4.3879 0.6765
C -7.3788 -0.1132 0.1808
H 0.2125 -4.1527 2.7690
C 1.5963 -6.4440 -0.0117
H -4.0298 -0.4988 -2.7622
H 2.0549 -7.8296 1.5594
C -8.3940 0.8307 0.2273
Se 0.7257 3.6783 1.0285
C -8.0878 2.1720 0.4129
H -1.9104 -0.9482 3.3584
O -0.0635 -2.6811 -0.8710
H -8.8819 2.9059 0.4458
C -5.7452 1.6384 0.5147
Se 1.1198 0.2213 -1.2398
C -2.3406 -0.0777 2.8643
C -0.0216 -3.0607 0.3490
O -0.4736 -2.3084 1.2391
H -4.7076 1.9313 0.6186
H -3.1827 0.2817 3.4607
H -1.7742 1.8800 2.1609
C 1.6361 -6.8625 1.3116
H -7.5973 -1.1629 0.0322
Se 0.4216 4.2483 -2.6876
Os -1.0034 -0.7622 -0.5843
H 1.9841 -7.0833 -0.7939
N -4.6471 -0.3699 -1.9777
H -2.7047 -0.4064 1.8882
H -6.5291 3.6206 0.6998
C -1.3239 1.0337 2.6810
C 0.7936 -0.0774 2.5961
N -5.0055 -0.6709 0.2649
H 1.0207 -4.8622 -1.3559
H 2.4818 0.2715 3.8715
H 2.2637 1.4983 2.6170
H 1.3335 -0.6567 1.8494
H -5.3105 0.3904 -2.0026
H -4.6922 -1.1298 1.1076
C 1.1411 -6.0443 2.3186
Se -2.1139 1.3987 -0.8426
C -4.3128 -0.9459 -0.8338
C -6.7675 2.5754 0.5559
H -9.4234 0.5180 0.1164
C 1.7395 0.8563 3.3250
C 1.0602 -5.2064 -0.3315
C 0.6050 -4.8067 2.0020
H 1.1739 -6.3725 3.3494
C -6.0624 0.3000 0.3270
Sb 0.1191 2.5283 -1.0907
O -0.2230 0.6262 1.8752
H -0.9636 1.3948 3.6493
H 1.2190 1.4888 4.0460
S -3.0093 -2.0872 -0.7628
*
```